DFT (wB97M-V/def2-TZVPD) results for C5H11N in the gas phase in a non-equilibrium geometry.

Structure (XYZ):
```
17
C5H11N (wB97M-V/def2-TZVPD)
C 1.8527 -0.5164 -0.4005
C 0.4902 -0.3187 0.2454
C 0.1260 -1.4274 1.1886
C -0.4149 0.6024 -0.3107
C -1.9426 0.5891 0.0754
N -0.0882 1.6006 -1.3066
H 2.6156 0.0461 0.0885
H 1.7633 -0.0438 -1.3821
H 2.2213 -1.5213 -0.4616
H 1.0165 -2.0785 1.2267
H -0.8005 -2.1600 0.8775
H 0.0416 -1.0604 2.2426
H -2.3532 1.6391 0.4320
H -2.5674 0.2990 -0.7887
H -2.1329 -0.0583 0.8829
H 0.8094 1.9532 -1.0582
H -0.6369 2.4554 -1.5513
```

Calculated values
Frontier orbital gap, Ha: 0.32058
SMILES: CC(C)=C(C)N
ΔE to the lowest compared entry with this formula, charge and spin, kJ/mol: 142.8
HOMO level, eV: -7.6585